Computed, not measured: a molecular structure, C50H46Cl2N2OPSSr, with the ωB97M-V functional and the def2-TZVPD basis.

Last column: Mulliken charge in e.
Cartesian coordinates (Å):
1 Sr 0.26303 -1.43488 -0.02049  1.251
2 C 2.82450 0.86061 4.43794  -1.788
3 C 3.54279 0.23005 3.24771  0.735
4 C 3.47121 1.15967 2.03505  -1.281
5 C 3.06098 -1.17736 2.92429  0.280
6 C 2.14826 -1.85988 3.71945  -0.123
7 C 1.80114 -3.17903 3.44996  -0.775
8 C 2.36200 -3.87322 2.38684  0.909
9 C 2.04174 -5.32230 2.14528  -1.576
10 C 3.25952 -3.18500 1.56913  -0.923
11 C 3.59308 -1.86519 1.82963  -0.091
12 H 3.22462 1.85960 4.61979  0.479
13 H 2.95396 0.27869 5.35258  0.423
14 H 1.75419 0.95837 4.23958  0.207
15 H 4.60173 0.12866 3.51923  0.472
16 H 2.45508 1.25294 1.65267  0.070
17 H 4.08702 0.80963 1.20900  0.206
18 H 3.81749 2.15917 2.31095  0.493
19 H 1.68799 -1.36436 4.56293  0.276
20 H 1.08204 -3.67917 4.09023  0.325
21 H 2.06614 -5.55157 1.08112  0.268
22 H 1.04685 -5.56901 2.51820  0.328
23 H 2.76113 -5.96512 2.66010  0.363
24 H 3.69681 -3.68795 0.71449  0.321
25 H 4.29023 -1.36053 1.17121  0.232
26 Cl 4.53458 1.22364 -1.57752  -0.305
27 C 3.33334 0.57155 -2.65332  1.000
28 C 3.58351 0.62457 -4.02784  -0.675
29 C 2.67418 0.13715 -4.91967  0.824
30 Cl 3.02596 0.21035 -6.63115  -0.318
31 C 1.45410 -0.41717 -4.46904  0.184
32 C 0.45407 -0.92752 -5.32396  -1.357
33 C -0.71772 -1.39068 -4.79877  -1.239
34 C -0.89253 -1.35189 -3.40710  -0.670
35 N 0.02567 -0.91516 -2.58040  1.419
36 C 1.19867 -0.44534 -3.07764  -0.980
37 C 2.17144 0.02846 -2.10090  -0.679
38 O 1.93785 -0.04771 -0.84818  0.666
39 H 4.51194 1.05577 -4.37706  0.508
40 H 0.62911 -0.93741 -6.39140  0.455
41 H -1.50183 -1.79076 -5.42690  0.475
42 H -1.82425 -1.69301 -2.96879  0.453
43 C -3.18401 -2.21734 0.96159  -1.023
44 C -2.95248 -2.97301 -0.31483  0.722
45 C -4.05530 -3.37228 -1.10605  -0.845
46 C -3.82799 -4.08275 -2.24328  -0.867
47 C -2.51027 -4.43359 -2.61150  1.381
48 C -2.24311 -5.15246 -3.79668  -0.992
49 C -0.94543 -5.44731 -4.11098  -0.645
50 C 0.10345 -5.05863 -3.26650  -0.692
51 C -0.09386 -4.35711 -2.08667  1.031
52 S 1.26474 -3.94933 -1.08273  -0.648
53 C -1.45598 -4.01481 -1.76064  -0.977
54 N -1.71286 -3.26431 -0.64436  0.024
55 H -4.19771 -1.82376 1.01647  0.385
56 H -2.48701 -1.38747 1.09034  -0.103
57 H -3.02405 -2.87996 1.81539  0.316
58 H -5.05625 -3.09761 -0.80085  0.410
59 H -4.64865 -4.38825 -2.88328  0.395
60 H -3.06719 -5.45161 -4.43297  0.353
61 H -0.71567 -5.99135 -5.01951  0.367
62 H 1.12206 -5.30956 -3.53237  0.445
63 C 0.38488 4.04610 3.58237  -1.298
64 C -0.06806 4.93027 2.45316  0.895
65 C -0.20135 6.29910 2.65444  -0.761
66 C -0.62579 7.14392 1.63857  -0.678
67 C -0.92687 6.61535 0.39444  -0.916
68 C -0.80048 5.24987 0.17747  -0.249
69 C -0.37404 4.39339 1.18898  -0.264
70 P -0.14504 2.58016 0.97682  1.526
71 C -0.35207 2.41681 -0.84783  0.131
72 C 0.71971 3.00128 -1.53565  -0.362
73 C 0.74876 3.09090 -2.91451  -0.993
74 C -0.30049 2.55252 -3.64741  -0.597
75 C -1.33220 1.91433 -2.98335  -0.559
76 C -1.37775 1.81933 -1.59004  0.568
77 C -2.51619 1.03968 -0.97812  -1.329
78 C -1.65821 1.97849 1.79009  0.315
79 C -2.81186 2.75864 1.86078  -0.473
80 C -3.95553 2.33177 2.51140  -0.841
81 C -3.92280 1.07812 3.13349  -0.736
82 C -2.79383 0.29691 3.09360  -0.304
83 C -1.60454 0.69577 2.41420  -0.323
84 C -0.48565 -0.18030 2.35674  -1.023
85 H 0.70199 4.64142 4.43899  0.448
86 H 1.21571 3.40851 3.26976  0.128
87 H -0.41796 3.37679 3.90099  0.237
88 H 0.03664 6.70908 3.62975  0.378
89 H -0.71843 8.20753 1.82066  0.364
90 H -1.26240 7.25966 -0.40881  0.421
91 H -1.04053 4.84471 -0.79760  0.412
92 H 1.55135 3.39578 -0.96021  0.411
93 H 1.59531 3.54748 -3.41179  0.387
94 H -0.29215 2.59037 -4.73005  0.372
95 H -2.12401 1.44559 -3.55815  0.328
96 H -3.00408 0.43872 -1.74750  0.582
97 H -3.26523 1.69643 -0.53227  0.476
98 H -2.18359 0.37810 -0.17635  -0.250
99 H -2.80688 3.73531 1.38817  0.461
100 H -4.83902 2.95505 2.55391  0.389
101 H -4.79589 0.71931 3.66906  0.353
102 H -2.78891 -0.66344 3.59943  0.411
103 H -0.44387 -0.93264 3.13968  0.118
104 H 0.47727 0.28866 2.14493  0.963

Frontier orbital gap ... 6.113 eV
Spin multiplicity ... 1
E_HOMO ... -3.838 eV
Net charge ... -1


Computed, not measured: a molecular structure, C50H47Br2N3O5PSiTa, with the ωB97M-V functional and the def2-TZVPD basis.

Last column: Mulliken charge in e.
Cartesian coordinates (Å):
1 Ta 0.36183 -0.30556 0.25618  2.596
2 C 2.55255 0.81983 4.87018  -1.720
3 C 2.05421 0.50211 3.45685  1.117
4 C 3.07688 1.06120 2.47735  -0.862
5 C 0.64455 1.08622 3.16863  0.416
6 C -0.18579 1.32764 4.42318  -0.545
7 O -1.51988 0.99484 4.02478  -0.397
8 C -1.46874 0.31698 2.88890  0.451
9 N -0.30343 0.23048 2.32839  0.647
10 C -2.83555 -0.14640 2.51407  -0.197
11 C -3.76474 -0.17587 3.55926  -0.877
12 C -5.10659 -0.42821 3.32238  -0.923
13 C -5.56069 -0.59849 2.02717  -0.784
14 C -4.64976 -0.59356 0.98506  -0.556
15 C -3.28394 -0.42143 1.21483  0.431
16 P -2.24666 -0.64617 -0.23930  1.718
17 C -2.91772 0.55449 -1.41452  1.096
18 C -2.91329 1.89957 -1.04180  -0.517
19 C -3.43187 2.85453 -1.89808  -0.652
20 C -3.95424 2.47930 -3.12943  -0.735
21 C -3.97540 1.14486 -3.49362  -0.890
22 C -3.46527 0.17870 -2.63710  -0.508
23 C -2.60962 -2.31216 -0.88660  1.296
24 C -2.07730 -2.67817 -2.12231  -0.602
25 C -2.29487 -3.93976 -2.64912  -0.966
26 C -3.05814 -4.86342 -1.95066  -0.960
27 C -3.61673 -4.50502 -0.73533  -0.764
28 C -3.40009 -3.24095 -0.20944  -1.017
29 H 3.60372 0.54917 4.94403  0.462
30 H 2.03148 0.27097 5.65146  0.470
31 H 2.48371 1.88521 5.09714  0.381
32 H 1.99055 -0.58284 3.36631  -0.653
33 H 3.18025 2.13550 2.63272  0.411
34 H 2.81764 0.89952 1.43381  -0.369
35 H 4.05570 0.60919 2.63308  0.561
36 H 0.76097 2.02706 2.62147  -0.009
37 H -0.19055 2.36518 4.74977  0.294
38 H 0.07386 0.67699 5.25572  0.317
39 H -3.43941 0.02263 4.56685  0.616
40 H -5.79582 -0.45453 4.15327  0.476
41 H -6.61274 -0.74224 1.82621  0.475
42 H -5.00236 -0.74356 -0.02691  0.587
43 H -2.51600 2.21088 -0.08447  0.245
44 H -3.43918 3.89261 -1.59618  0.514
45 H -4.36008 3.22651 -3.79725  0.442
46 H -4.39992 0.84632 -4.44167  0.504
47 H -3.51538 -0.86022 -2.93016  0.547
48 H -1.52947 -1.97082 -2.72703  0.427
49 H -1.87385 -4.19093 -3.61222  0.562
50 H -3.22857 -5.85030 -2.35708  0.440
51 H -4.23187 -5.20639 -0.18949  0.504
52 H -3.86465 -2.99623 0.73566  0.212
53 Br 4.79075 -2.03946 1.23782  -0.102
54 C 3.25198 -2.96351 1.75603  0.224
55 C 3.37926 -4.25455 2.32537  -0.205
56 C 2.27553 -4.95013 2.73229  -0.147
57 Br 2.50235 -6.64865 3.50947  -0.168
58 C 0.96186 -4.41155 2.57406  0.880
59 C -0.22316 -5.05417 2.98960  -1.125
60 C -1.41597 -4.41480 2.79737  -1.848
61 C -1.43422 -3.16845 2.14728  -0.171
62 N -0.36497 -2.53678 1.71762  0.687
63 C 0.83275 -3.14310 1.97362  -0.323
64 C 2.00396 -2.42127 1.61085  -0.723
65 O 1.79781 -1.18683 1.11505  -0.176
66 H 4.36661 -4.67765 2.44561  0.524
67 H -0.17025 -6.02732 3.45643  0.416
68 H -2.34883 -4.85438 3.11543  0.566
69 H -2.38925 -2.69432 1.98406  0.827
70 O -0.14614 1.73455 0.24814  -0.662
71 C 1.03833 1.65874 -0.21872  -0.457
72 O 0.91165 -1.62514 -1.22914  -1.013
73 C 0.57316 -0.89962 -2.25108  0.374
74 O -0.06837 0.13549 -1.93427  -0.084
75 C 0.91929 -1.28241 -3.60372  0.779
76 C 0.45347 -0.50163 -4.66654  -0.245
77 C 0.76621 -0.86911 -5.96134  -0.899
78 C 1.54082 -2.00083 -6.18791  -0.559
79 C 2.00310 -2.77499 -5.13082  -0.784
80 C 1.69287 -2.42120 -3.83116  -0.630
81 H -0.14695 0.37584 -4.46806  0.460
82 H 0.41226 -0.27951 -6.79402  0.465
83 H 1.78758 -2.28247 -7.20180  0.441
84 H 2.60305 -3.65197 -5.32391  0.492
85 H 2.04100 -3.01369 -2.99710  0.508
86 C 2.76459 2.27517 -3.20519  -0.816
87 Si 3.35590 2.48810 -1.44254  0.145
88 C 4.24365 0.96558 -0.83123  -0.743
89 C 4.32746 4.05125 -1.20309  -1.138
90 N 1.80191 2.67933 -0.46557  1.098
91 C 1.23800 4.00179 -0.28899  -0.621
92 C 0.23352 4.43570 -1.13816  0.176
93 C -0.26781 5.71948 -0.98555  -0.873
94 C 0.23599 6.55206 0.00518  -0.651
95 C 1.24562 6.10614 0.84380  -0.926
96 C 1.75534 4.82308 0.69759  0.165
97 H 3.59988 2.02723 -3.85922  0.434
98 H 2.31921 3.19900 -3.57910  0.375
99 H 2.01884 1.48814 -3.29857  0.016
100 H 5.10744 0.80684 -1.47755  0.563
101 H 3.64857 0.05251 -0.86290  -0.023
102 H 4.61286 1.08919 0.18668  0.254
103 H 5.10491 4.07380 -1.96738  0.392
104 H 4.81892 4.10968 -0.23405  0.344
105 H 3.72132 4.94530 -1.33589  0.374
106 H -0.13856 3.77921 -1.91523  0.566
107 H -1.04307 6.07705 -1.64872  0.480
108 H -0.15186 7.55485 0.11522  0.427
109 H 1.64745 6.76080 1.60427  0.471
110 H 2.55454 4.46831 1.33472  0.474

Frontier orbital gap ... 6.855 eV
Spin multiplicity ... 1
E_HOMO ... -12.955 eV
Net charge ... +2